{"formula": "C3H11NO3", "method": "ωB97M-V/def2-TZVPD", "symbols": ["C", "O", "C", "C", "O", "N", "H", "H", "H", "H", "H", "H", "H", "H", "H", "H", "H", "O"], "coordinates": [[1.130671, -0.567312, -1.004549], [1.335810, -1.848277, -1.632741], [0.329512, -0.697911, 0.268461], [0.527717, 0.495467, 1.208747], [-0.595637, 0.626200, 2.098450], [-1.073097, -0.980499, 0.038131], [2.136963, -0.158593, -0.905065], [0.639660, 0.069156, -1.749982], [0.518595, -2.131127, -2.049251], [0.725555, -1.555916, 0.815887], [0.642735, 1.458650, 0.768402], [1.405907, 0.365014, 1.840970], [-1.251845, -0.020183, 1.788150], [-1.484844, -0.437148, -0.701874], [-1.271836, -1.963122, -0.011525], [-1.228931, 2.548629, -1.068881], [-1.200802, 2.020594, 0.442863], [-1.286133, 2.776381, -0.146192]], "forces_ev_per_angstrom": [[0.31, -0.67, -1.23], [0.11, 0.21, 0.27], [0.64, -0.01, 0.24], [-0.78, -0.13, 1.44], [0.16, -0.06, -0.26], [0.01, 0.22, 0.46], [-0.06, 0.00, 0.52], [-0.24, 0.29, 0.31], [-0.10, 0.03, 0.01], [0.00, -0.10, -0.14], [0.25, 0.62, -1.03], [0.19, -0.29, -0.16], [0.03, 0.02, -0.03], [-0.16, -0.14, -0.23], [-0.16, -0.06, -0.28], [0.08, -0.55, -0.16], [-0.09, -0.25, -0.20], [-0.17, 0.86, 0.47]], "lowdin_charge": [-0.213, -0.070, -0.365, -0.213, -0.091, 0.054, 0.128, 0.121, 0.073, 0.152, 0.091, 0.122, 0.061, 0.086, 0.087, 0.025, -0.005, -0.045], "smiles": "NC(CO)CO.O", "de_lowest_kcal_mol": 39.1, "lumo_ev": 0.478}

{"formula": "C2H7N2O", "method": "ωB97M-V/def2-TZVPD", "symbols": ["C", "C", "N", "N", "O", "H", "H", "H", "H", "H", "H", "H"], "coordinates": [[0.407695, -1.275471, 1.266324], [-0.090818, 0.624855, -0.682015], [-0.932061, 1.574086, -0.453259], [0.687895, 0.460157, -1.702928], [-0.306873, -2.167665, 1.870874], [0.645140, -1.260964, 0.171841], [0.631498, -0.440094, 1.780704], [-1.222314, 2.254447, -1.210519], [-1.209191, 1.695129, 0.515586], [-0.468629, -2.034545, 2.781236], [0.624377, 0.943057, -2.645202], [1.233281, -0.372993, -1.692640]], "forces_ev_per_angstrom": [[-1.49, -2.10, -2.07], [0.65, -1.66, 2.68], [-0.97, 1.81, -1.50], [-0.37, 0.85, -2.62], [0.98, -0.14, -3.55], [-0.20, -1.02, 1.41], [1.33, 2.80, 1.84], [0.34, -0.63, 1.49], [-0.45, 0.21, -0.75], [-0.35, 0.70, 1.97], [0.11, -0.52, 1.50], [0.43, -0.32, -0.41]], "lowdin_charge": [0.136, -0.296, 0.102, 0.106, 0.175, 0.078, 0.065, 0.152, 0.110, 0.131, 0.158, 0.084], "total_charge": 1, "de_lowest_kcal_mol": 94.2, "lumo_ev": [-5.428, -5.427]}

{"formula": "C3H6N2O2", "method": "ωB97M-V/def2-TZVPD", "symbols": ["N", "C", "O", "C", "O", "C", "N", "H", "H", "H", "H", "H", "H"], "coordinates": [[-1.278104, -0.617155, -1.788250], [-0.234349, 0.791137, 0.762449], [-1.375817, 1.169358, 0.671997], [0.228357, -0.642629, 1.001932], [1.658688, -0.520042, 1.038387], [1.897571, 0.772580, 0.806787], [0.924906, 1.590385, 0.635933], [-1.920589, -0.060921, -1.228788], [-1.836569, -1.238584, -2.364086], [-0.065655, -1.266878, 0.152735], [-0.124190, -1.052630, 1.950085], [2.948494, 1.042413, 0.782595], [-0.822746, 0.032968, -2.421782]], "forces_ev_per_angstrom": [[-0.13, 0.05, -0.17], [-0.50, 0.03, 0.01], [0.52, -0.15, 0.07], [-0.16, -0.01, 0.00], [0.08, 0.07, -0.02], [0.02, 0.16, -0.02], [0.16, -0.24, 0.06], [0.05, -0.08, -0.04], [0.04, 0.04, 0.04], [0.03, 0.10, 0.17], [0.02, 0.07, -0.11], [-0.10, -0.02, 0.00], [-0.03, -0.05, 0.02]], "lowdin_charge": [0.027, -0.463, 0.078, -0.064, -0.009, -0.181, 0.165, 0.009, 0.018, 0.110, 0.141, 0.143, 0.026], "smiles": "O=C1COC=N1.N", "de_lowest_kcal_mol": 36.2, "lumo_ev": 0.591}

{"formula": "C33H50Br2FNO16", "method": "ωB97M-V/def2-TZVPD", "symbols": ["C", "C", "O", "C", "C", "O", "C", "F", "O", "C", "N", "O", "C", "Br", "C", "C", "Br", "H", "H", "H", "H", "H", "H", "H", "H", "H", "H", "H", "H", "H", "H", "O", "C", "O", "C", "C", "C", "H", "H", "H", "H", "H", "H", "O", "C", "O", "C", "C", "C", "H", "H", "H", "H", "H", "H", "O", "C", "O", "C", "C", "C", "H", "H", "H", "H", "H", "H", "O", "C", "O", "C", "C", "C", "H", "H", "H", "H", "H", "H", "O", "C", "O", "C", "C", "C", "H", "H", "H", "H", "H", "H", "O", "C", "O", "C", "C", "C", "H", "H", "H", "H", "H", "H"], "coordinates": [[1.285373, -1.765041, -2.595227], [2.776393, -1.978753, -2.792445], [3.542954, -1.473977, -1.707739], [3.856852, -0.111368, -1.839377], [4.164808, 0.512010, -0.461982], [3.816411, -0.359213, 0.613778], [2.606224, -0.115151, 1.174793], [1.636027, -0.127055, 0.202761], [2.574981, 1.163854, 1.758733], [1.568662, 2.074452, 1.397664], [0.344288, 1.770383, 1.933961], [1.839849, 3.006167, 0.702302], [2.327857, -1.203580, 2.207405], [0.813730, -2.274937, 1.885260], [3.124584, -1.374909, 3.261438], [4.352231, -0.548096, 3.535590], [2.795531, -2.724927, 4.534172], [1.026640, -0.706889, -2.562607], [0.960866, -2.241132, -1.669080], [0.751745, -2.236263, -3.423628], [3.102411, -1.509529, -3.727685], [2.987964, -3.047348, -2.861813], [3.014932, 0.428715, -2.287898], [4.719417, 0.023251, -2.503712], [5.231615, 0.705658, -0.358448], [3.651000, 1.468941, -0.363608], [-0.104281, 2.576703, 2.366747], [0.411572, 0.998121, 2.582706], [5.102903, -0.707000, 2.763674], [4.763648, -0.786690, 4.512201], [4.089541, 0.510317, 3.540366], [3.626322, -2.797748, -6.151597], [4.173663, -3.753454, -5.682359], [3.542368, -4.938763, -5.516242], [4.405421, -5.871986, -4.838115], [5.821818, -5.367773, -5.082911], [5.594846, -3.858330, -5.164305], [4.141756, -5.869442, -3.777918], [4.218745, -6.862790, -5.244975], [6.522845, -5.681484, -4.315747], [6.184612, -5.742032, -6.039900], [5.631357, -3.378905, -4.183300], [6.275462, -3.346163, -5.838861], [-1.886549, 3.749701, 2.205248], [-2.855586, 3.060511, 2.391808], [-2.739990, 1.738647, 2.626369], [-4.047891, 1.133493, 2.707328], [-4.990524, 2.274607, 3.066637], [-4.314685, 3.457785, 2.382458], [-4.270369, 0.689763, 1.736621], [-4.021034, 0.348456, 3.459705], [-6.012483, 2.102924, 2.740819], [-5.000837, 2.427172, 4.141838], [-4.630985, 3.573539, 1.342883], [-4.452369, 4.401302, 2.904621], [-7.329981, 3.181993, -0.177112], [-7.110187, 2.047757, -0.480458], [-6.288424, 1.258548, 0.257774], [-6.109112, -0.019261, -0.378980], [-7.320996, -0.181002, -1.291475], [-7.616222, 1.266914, -1.677559], [-5.169708, 0.004067, -0.935534], [-6.044080, -0.779855, 0.395469], [-7.129568, -0.841674, -2.133771], [-8.158117, -0.588473, -0.723512], [-7.047213, 1.587413, -2.552080], [-8.668928, 1.477432, -1.843134], [-6.365817, 2.862450, 5.685278], [-6.160811, 3.247055, 6.800758], [-4.972324, 3.778419, 7.162676], [-4.955706, 4.065316, 8.572693], [-6.423366, 4.188155, 8.969488], [-7.089852, 3.215769, 7.998142], [-4.456307, 3.238590, 9.082000], [-4.380053, 4.974031, 8.726292], [-6.597679, 3.965555, 10.019601], [-6.774461, 5.201936, 8.774411], [-7.110927, 2.193698, 8.380827], [-8.094223, 3.503196, 7.700365], [7.978687, -7.505584, -4.979649], [8.061847, -8.140807, -5.988469], [7.192644, -7.971497, -7.015008], [7.453680, -8.925599, -8.059171], [8.905924, -9.347173, -7.859328], [9.058128, -9.227419, -6.344740], [6.760090, -9.760463, -7.939189], [7.262948, -8.443102, -9.014143], [9.116865, -10.337609, -8.255875], [9.568057, -8.635541, -8.353746], [8.760906, -10.139115, -5.823343], [10.054480, -8.942296, -6.019212], [-3.227377, 10.266834, 2.389835], [-3.078929, 9.114206, 2.106107], [-2.330314, 8.275036, 2.856884], [-2.244161, 6.977111, 2.234955], [-3.456482, 6.900226, 1.313761], [-3.633574, 8.361329, 0.909715], [-1.304955, 6.918709, 1.682603], [-2.239459, 6.218378, 3.010623], [-3.308067, 6.214610, 0.482754], [-4.330881, 6.568116, 1.875317], [-3.033204, 8.626932, 0.037581], [-4.665428, 8.650946, 0.731170]], "forces_ev_per_angstrom": [[0.07, -0.24, -0.02], [-0.06, 0.22, -0.14], [0.17, -0.17, 0.05], [-0.36, 0.14, 0.02], [0.27, 0.06, -0.26], [-0.02, 0.10, 0.21], [-0.04, -0.07, -0.18], [-0.05, 0.03, -0.05], [0.06, -0.11, -0.13], [-0.23, -0.09, -0.14], [0.82, 0.16, 0.71], [0.02, 0.11, 0.13], [0.03, -0.16, 0.27], [0.00, 0.02, 0.00], [0.04, 0.16, -0.26], [-0.13, 0.19, 0.15], [-0.05, -0.09, 0.04], [-0.03, -0.01, 0.02], [-0.01, 0.09, 0.03], [-0.03, 0.10, -0.02], [0.03, -0.11, -0.04], [0.07, 0.01, 0.05], [0.00, -0.03, 0.01], [0.01, 0.00, 0.00], [0.00, -0.13, 0.07], [0.01, -0.01, 0.06], [-0.48, -0.08, -0.67], [-0.20, -0.01, 0.02], [0.01, -0.05, 0.03], [0.04, -0.09, -0.06], [0.04, -0.02, -0.11], [-0.02, -0.05, -0.05], [0.03, 0.19, 0.11], [-0.03, -0.04, -0.01], [0.07, -0.08, 0.05], [-0.10, 0.27, -0.01], [0.00, -0.29, -0.11], [0.01, 0.01, 0.01], [-0.04, 0.02, -0.04], [-0.05, 0.01, -0.02], [0.01, -0.02, 0.05], [0.00, 0.05, -0.01], [-0.01, 0.12, 0.07], [-0.04, 0.10, 0.19], [0.02, -0.01, -0.18], [0.01, -0.03, 0.09], [-0.20, -0.02, 0.06], [0.16, -0.01, -0.11], [-0.02, -0.13, 0.13], [0.00, 0.03, -0.02], [0.15, 0.01, 0.01], [0.02, -0.02, -0.06], [0.03, -0.04, -0.10], [-0.02, 0.04, 0.00], [0.02, 0.05, -0.08], [-0.03, -0.02, 0.01], [0.09, 0.13, -0.07], [0.03, -0.09, 0.00], [-0.04, -0.06, -0.06], [-0.03, 0.07, 0.00], [-0.04, -0.20, 0.15], [-0.01, 0.00, -0.02], [0.01, 0.04, 0.04], [0.04, 0.03, -0.02], [0.01, -0.02, 0.00], [-0.02, 0.03, -0.02], [0.02, 0.09, -0.07], [-0.20, 0.10, 0.27], [0.02, -0.13, -0.02], [0.04, 0.03, 0.01], [-0.02, 0.01, 0.08], [-0.04, -0.02, -0.06], [0.07, 0.24, 0.06], [-0.01, -0.01, 0.01], [0.01, 0.01, -0.06], [0.03, -0.05, 0.00], [0.01, 0.01, 0.02], [-0.03, -0.02, -0.02], [-0.03, -0.11, -0.03], [0.15, -0.11, 0.00], [-0.03, -0.10, 0.09], [-0.03, 0.01, -0.05], [0.03, -0.06, -0.05], [0.02, 0.03, 0.06], [0.02, 0.11, -0.23], [0.01, -0.01, 0.01], [-0.02, 0.05, 0.03], [-0.04, -0.02, 0.03], [0.00, -0.01, -0.02], [0.02, 0.00, 0.03], [-0.02, -0.04, 0.10], [-0.05, -0.02, 0.01], [0.07, 0.07, -0.08], [0.01, -0.03, 0.04], [-0.06, -0.08, -0.04], [-0.01, 0.06, -0.02], [-0.06, -0.18, 0.14], [0.01, 0.00, 0.00], [0.04, 0.05, 0.04], [0.05, 0.01, 0.00], [0.00, -0.01, 0.00], [-0.02, 0.02, -0.02], [0.03, 0.09, -0.07]], "lowdin_charge": [-0.065, -0.262, -0.144, -0.184, -0.095, 0.001, -0.618, 0.053, 0.062, -0.551, 0.209, 0.139, -0.621, 0.796, -0.749, -0.107, 0.749, 0.071, 0.066, 0.078, 0.112, 0.115, 0.122, 0.125, 0.130, 0.119, 0.088, 0.100, 0.090, 0.057, 0.086, 0.107, -0.503, 0.019, -0.145, -0.155, -0.068, 0.125, 0.123, 0.104, 0.103, 0.128, 0.124, 0.095, -0.462, 0.024, -0.129, -0.143, -0.058, 0.106, 0.126, 0.113, 0.083, 0.129, 0.118, 0.128, -0.482, -0.008, -0.156, -0.147, -0.071, 0.131, 0.125, 0.116, 0.118, 0.133, 0.126, 0.113, -0.473, 0.029, -0.149, -0.150, -0.072, 0.127, 0.126, 0.115, 0.119, 0.132, 0.126, 0.121, -0.477, 0.011, -0.149, -0.150, -0.072, 0.127, 0.125, 0.115, 0.118, 0.132, 0.126, 0.115, -0.494, 0.024, -0.153, -0.158, -0.075, 0.131, 0.108, 0.117, 0.108, 0.130, 0.123], "smiles": "CCOCCO[C@](F)(OC(N)=O)/C(Br)=C(\\C)Br.O=C1CCCO1.O=C1CCCO1.O=C1CCCO1.O=C1CCCO1.O=C1CCCO1.O=C1CCCO1", "lumo_ev": 0.434}

{"formula": "C4H10N2O2", "method": "ωB97M-V/def2-TZVPD", "symbols": ["C", "C", "O", "N", "H", "H", "H", "H", "H", "C", "C", "O", "N", "H", "H", "H", "H", "H"], "coordinates": [[1.904716, -0.672136, -1.096658], [1.705076, -1.956965, -0.337366], [2.473581, -2.865507, -0.524777], [0.514001, -2.196957, 0.399522], [2.583017, 0.026196, -0.578367], [0.908901, -0.236889, -1.324511], [0.446222, -2.966334, 1.036540], [-0.380993, -1.891113, 0.102009], [2.283434, -0.809290, -2.136224], [-1.023337, 2.069697, -0.407395], [-1.553853, 1.793966, 1.054957], [-1.873183, 2.690091, 1.803505], [-1.798690, 0.412361, 1.333442], [0.030014, 2.257809, -0.349558], [-1.408575, 3.021884, -0.732949], [-2.249274, 0.080856, 2.129484], [-1.094820, -0.190317, 0.771855], [-1.466239, 1.432644, -1.143512]], "forces_ev_per_angstrom": [[-1.14, 0.91, -0.89], [-1.07, -1.57, -1.09], [0.77, -0.21, 0.85], [1.08, 1.07, 0.06], [-0.56, -0.22, -0.09], [0.50, 0.35, 0.68], [0.54, -0.47, -0.21], [-0.33, 0.57, -0.47], [0.21, -0.56, 1.05], [-1.02, 0.74, 1.88], [-1.23, -0.82, -0.40], [0.32, -0.54, -0.26], [3.41, 1.19, -4.29], [0.76, -0.69, -0.45], [-0.34, 0.65, 0.46], [-0.38, -0.36, 1.60], [-2.09, 1.10, 1.87], [0.59, -1.13, -0.30]], "lowdin_charge": [-0.018, -0.551, 0.060, 0.130, 0.092, 0.062, 0.091, 0.054, 0.095, -0.014, -0.519, 0.045, 0.122, 0.067, 0.068, 0.062, 0.092, 0.062], "smiles": "CC(N)=O.CC(N)=O", "de_lowest_kcal_mol": 38.7, "lumo_ev": 0.518}

{"formula": "C6H2ClF5O11P2SeW", "method": "ωB97M-V/def2-TZVPD", "symbols": ["W", "O", "P", "O", "O", "O", "P", "O", "O", "O", "H", "H", "O", "Cl", "O", "O", "O", "F", "C", "C", "F", "C", "F", "C", "Se", "C", "F", "C", "F"], "coordinates": [[-0.248458, 0.152834, 0.743147], [-1.395207, 3.690659, 1.896978], [-1.064381, 2.357749, 1.274310], [-1.700586, 1.056732, 1.791108], [0.393399, 1.861396, 1.410865], [-1.375470, 2.296345, -0.279334], [-1.884018, 1.048172, -1.340805], [-3.407168, 1.265200, -1.259799], [-1.131692, 1.062491, -2.565410], [-1.543417, -0.196221, -0.415903], [-1.916532, 4.412959, 1.500494], [-3.900530, 1.352981, -2.096597], [0.807540, 1.050446, -0.821323], [1.677580, -0.095003, -0.655405], [1.948747, -0.023780, 0.778077], [2.766479, -0.165575, -1.474341], [0.741215, -1.204692, -0.704017], [-4.333682, -4.688584, 4.620784], [-3.356527, -4.011590, 4.091562], [-2.053346, -4.204615, 4.544021], [-1.809955, -5.077288, 5.489916], [-1.019193, -3.460576, 3.998078], [0.221125, -3.610493, 4.426999], [-1.279381, -2.529820, 2.995285], [0.208401, -1.507404, 2.283508], [-2.581087, -2.395047, 2.529238], [-2.780377, -1.581441, 1.500472], [-3.629677, -3.101345, 3.067863], [-4.856900, -2.929246, 2.630681]], "forces_ev_per_angstrom": [[0.40, -2.81, 3.63], [0.11, -0.03, 0.11], [-1.20, 1.64, -0.04], [-0.79, 0.04, 0.11], [0.60, 1.53, 0.72], [-0.21, 0.01, -0.21], [-1.12, 2.16, -1.40], [-0.12, -0.25, 0.01], [-0.30, 0.05, -0.14], [-2.30, -0.80, -1.14], [0.05, -0.09, 0.00], [0.07, -0.06, 0.08], [-0.11, 1.56, -1.20], [3.59, -1.89, -1.95], [0.63, 0.22, 1.17], [0.44, 0.13, -0.40], [-0.28, -0.68, -0.66], [-0.08, -0.11, 0.06], [0.05, 0.12, -0.10], [0.11, 0.13, -0.10], [0.03, -0.07, 0.13], [0.35, 0.04, -0.01], [-0.02, -0.09, 0.10], [0.08, 0.45, -0.52], [-0.02, -1.59, 2.04], [0.16, 0.05, -0.07], [-0.25, 0.42, -0.33], [0.18, -0.05, 0.17], [-0.06, -0.03, -0.07]], "lowdin_charge": [1.534, 0.076, 0.315, -0.286, -0.275, -0.211, 0.377, 0.002, -0.120, -0.327, 0.176, 0.157, -0.326, 0.763, -0.370, -0.037, -0.305, 0.219, -0.095, -0.119, 0.197, -0.230, 0.133, -0.327, 1.159, -0.229, 0.086, -0.123, 0.185], "total_charge": 2, "lumo_ev": [-10.790, -10.806]}

no.,calculated total energy (eV)
1,-10921.30807
2,-7205.06184
3,-10283.22682
4,-212085.45539
5,-11385.22584
6,-140612.22544